No. 1
# C4H9N

An isolated ion of composition C4H9N and charge +1 at a distorted geometry (the ωB97M-V functional and the def2-TZVPD basis, the Open Molecules 2025 dataset).

Summary:
Kohn-Sham gap (alpha / beta): 11.732 / 8.601 eV
spin multiplicity: 2
energy relative to the best compared isomer or geometry (same formula, charge and spin): 132.60 kJ/mol
total charge: +1
E_HOMO (alpha / beta): -15.53 / -16.38 eV
E_LUMO (alpha / beta): -0.1396 / -0.2858 Eh

Atoms and positions in Å:
C1 -0.1814 -1.8537 0.3647
C2 0.2515 -0.4674 0.0852
C3 1.4682 -0.0873 -0.4271
C4 -0.6685 1.7989 -0.2567
N1 -0.8050 0.4193 0.0869
H1 0.5987 -2.5811 0.6348
H2 -0.5907 -1.8774 1.3876
H3 -0.7903 -2.3919 -0.3495
H4 2.2280 -0.8321 -0.6342
H5 1.7034 0.9509 -0.6093
H6 -0.2012 2.4440 0.5044
H7 -0.0715 1.8922 -1.1709
H8 -1.5997 2.2779 -0.5602
H9 -1.3415 0.3078 0.9441

***

No. 2
# C2H11N2O2

A 3-piece molecular cluster, C2H11N2O2 overall at a distorted geometry (the ωB97M-V functional and the def2-TZVPD basis, the Open Molecules 2025 dataset).

Summary:
Kohn-Sham gap: 9.859 eV
energy relative to the best compared isomer or geometry (same formula, charge and spin): 196.04 kJ/mol
total charge: +1
E_HOMO: -13.20 eV
E_LUMO: -0.1228 Eh

Atoms and positions in Å:
C1 -1.0054 0.1679 -0.6846
C2 0.0312 -0.6605 -0.6046
N1 0.1247 -1.5508 0.6354
N2 -1.2787 0.9327 -1.8042
H1 -1.5639 0.3994 0.2176
H2 0.8183 -0.8735 -1.2886
H3 0.4110 -0.9328 1.3964
H4 0.8296 -2.2820 0.5518
H5 -0.8408 -1.7873 0.8340
H6 -0.4590 1.3719 -2.2134
H7 -1.9390 1.6528 -1.5023
H8 3.9212 -3.4518 2.1015
H9 3.3381 -2.0934 1.9371
O1 3.0671 -2.9998 2.1597
H10 -2.4445 4.2177 -0.1076
H11 -1.3005 4.1982 -1.1717
O2 -1.7093 3.6912 -0.4564

***

No. 3
# C19H26BBr2F3N2O7S

C19H26BBr2F3N2O7S as an isolated structure (the ωB97M-V functional and the def2-TZVPD basis, the Open Molecules 2025 dataset).

Summary:
Kohn-Sham gap: 8.565 eV
total charge: 0
E_HOMO: -9.12 eV
E_LUMO: -0.0204 Eh

Atoms and positions in Å:
C1 6.7023 -6.4443 -0.6957
B1 5.8395 -5.3089 -0.0618
O1 5.8597 -5.1370 1.2971
C2 4.9028 -4.3637 -0.9164
C3 3.6146 -4.7098 -1.1984
C4 2.7008 -3.8831 -1.9341
C5 1.2824 -4.3379 -2.1851
C6 0.5672 -5.0331 -1.0119
C7 -0.4139 -4.2011 -0.1887
F1 -1.6266 -4.1161 -0.7971
Br1 -0.7019 -5.1922 1.4966
C8 0.0499 -2.7758 0.2138
F2 -0.6060 -2.3410 1.3050
F3 1.3538 -2.7946 0.5097
Br2 -0.3302 -1.4510 -1.1564
C9 3.1124 -2.6818 -2.4056
C10 4.4460 -2.2791 -2.1577
N1 5.0118 -1.1356 -2.5625
S1 6.5144 -1.1512 -2.0174
N2 6.5524 -2.5652 -1.2590
C11 5.3364 -3.1025 -1.4100
H1 7.3722 -6.8750 0.0469
H2 6.0313 -7.2413 -1.0297
H3 7.2634 -6.1087 -1.5668
H4 5.0163 -4.8287 1.6435
H5 3.2564 -5.6681 -0.8392
H6 1.3380 -5.0752 -2.9903
H7 0.7012 -3.5138 -2.5832
H8 1.2635 -5.5081 -0.3307
H9 -0.0401 -5.8388 -1.4230
H10 2.4583 -2.0196 -2.9550
C12 -2.2448 0.4961 1.9903
C13 -0.8679 0.9933 2.3692
O2 -0.7422 2.4158 2.2030
C14 -1.3209 3.1559 3.1466
O3 -1.8959 2.7484 4.1214
O4 -1.1563 4.4380 2.8189
C15 -1.7969 5.3582 3.7070
H11 -2.4924 0.8024 0.9722
H12 -2.2794 -0.5901 2.0460
H13 -3.0075 0.8974 2.6564
H14 -0.1167 0.5685 1.7057
H15 -0.6069 0.7186 3.3908
H16 -1.4824 5.1899 4.7342
H17 -2.8798 5.2668 3.6320
H18 -1.4900 6.3488 3.3844
C16 -2.8497 4.9003 0.1299
C17 -4.1370 4.2755 -0.3598
O5 -5.2462 5.1880 -0.2926
C18 -5.2817 6.1156 -1.2455
O6 -4.5048 6.2327 -2.1570
O7 -6.3423 6.8944 -1.0256
C19 -6.4761 7.9805 -1.9456
H19 -2.9816 5.2977 1.1348
H20 -2.0514 4.1592 0.1499
H21 -2.5416 5.7217 -0.5156
H22 -4.4235 3.4453 0.2837
H23 -4.0394 3.8935 -1.3760
H24 -6.4749 7.6221 -2.9725
H25 -5.6695 8.6979 -1.8039
H26 -7.4286 8.4499 -1.7191

***

Number 3 is which compound?
C19H26BBr2F3N2O7S

***

total charge of number 2 (C2H11N2O2)?
+1

***

Look up the total charge of the first one.
+1